No. 1
Computed, not measured: a cluster of 2 separate species, C6H12N in total at a distorted geometry, with ωB97M-V with the def2-TZVPD basis set.

```
19
Properties=species:S:1:pos:R:3:forces:R:3:mulliken_charge:R:1
C -2.63201 0.81280 0.74617 -0.3 0.0 -2.4 -0.2032
C -0.56014 -0.18206 -0.23501 -3.2 -4.2 -1.9 -0.0881
C -1.23445 -1.82589 -1.45902 0.7 6.0 -1.2 -0.8203
C 1.02554 1.41296 -1.01815 1.6 1.1 -0.1 -1.1290
C 1.38446 0.33936 1.16569 0.9 1.0 4.1 -1.5044
C 0.81872 0.14013 -0.17625 1.5 0.3 -1.2 0.8097
N -1.56605 0.26936 0.30492 -1.5 1.4 1.2 0.0001
H -3.26173 0.39219 1.49930 0.5 -0.4 1.1 0.3018
H -3.20388 1.56996 0.13470 1.3 -0.5 0.5 0.2742
H -0.87404 -1.29696 -2.43630 -1.5 -1.1 1.7 0.3131
H -2.25491 -2.04434 -1.20530 -0.4 0.6 -0.2 0.3739
H -0.62769 -2.59465 -1.25406 2.5 -2.6 1.2 0.3552
H 0.54025 2.37241 -0.66138 -0.2 -1.4 -0.6 0.3482
H 2.06701 1.59701 -0.66658 -0.3 0.3 -1.2 0.3385
H 1.00070 1.21997 -2.13074 -0.1 0.5 1.3 0.3255
H 2.49124 0.56615 1.19781 -1.2 -0.4 -0.6 0.3721
H 1.25188 -0.48608 1.90292 0.0 0.1 -0.9 0.3686
H 0.93043 1.20605 1.73595 0.3 -0.6 -0.9 0.3282
H 1.41569 -0.63936 -0.66698 -0.4 0.0 -0.1 0.2361
```
Forces are in eV/Å.

Values from the calculation:
Kohn-Sham gap   9.28 eV
Highest occupied orbital energy   -14.5 eV
Charge   +1

No. 2
Computed, not measured: a structure of composition Be2ClH40O24P at a distorted geometry, with ωB97M-V with the def2-TZVPD basis set.

```
68
Properties=species:S:1:pos:R:3:forces:R:3:mulliken_charge:R:1
Be -0.22283 0.30450 1.96203 1.2 -0.8 1.2 -0.0213
Be 1.23306 -3.69684 2.64074 -0.2 1.5 0.0 0.0047
P 0.21354 -2.25201 0.38825 1.8 0.7 2.9 0.2771
O 1.17416 -1.73469 -0.74346 -1.2 0.2 -2.7 -0.1754
O 0.97481 -3.42250 1.07728 0.6 0.8 1.0 -0.2793
O -1.09539 -2.95711 0.03311 -0.9 -3.9 -4.5 -0.5118
O -0.27466 -1.12010 1.24386 0.1 -0.6 -0.5 0.0786
Cl 1.92095 -5.07228 3.78693 -0.3 0.1 -0.5 -0.3012
O -0.15472 -1.68374 5.75995 3.2 -0.7 1.1 -0.5687
H -1.03583 -1.45147 5.65779 -2.4 0.4 -0.3 0.2543
H -0.09792 -2.60502 6.06239 -0.9 0.3 0.2 0.3431
O -0.16256 -5.40024 -6.70110 -0.1 -0.2 0.7 -0.6234
H -0.08042 -6.35880 -6.58638 0.0 0.3 -0.2 0.3142
H -0.37921 -5.09850 -5.80071 0.0 0.0 -0.4 0.3165
O -1.70008 4.48772 0.83299 1.2 1.0 0.6 -0.6767
H -1.02229 4.99434 1.34752 -0.9 -0.6 -0.5 0.2707
H -1.51690 3.57362 1.07807 0.2 -0.4 0.0 0.3266
O -3.04578 -1.78979 -6.48573 0.2 0.3 0.7 -0.6473
H -3.92695 -1.69114 -6.85409 0.1 -0.1 -0.2 0.3001
H -2.49227 -2.24407 -7.11644 -0.2 -0.2 -0.6 0.3129
O 0.91095 5.06812 -1.20207 1.4 -0.3 -0.6 -0.5916
H 0.70868 5.64683 -1.94172 -0.4 0.0 0.3 0.2734
H 0.17468 4.96510 -0.61624 -1.0 0.1 0.3 0.3611
O -1.57473 -4.04700 6.40484 1.1 0.3 0.1 -0.5933
H -2.49079 -3.80988 6.32802 -0.6 -0.5 0.0 0.2810
H -1.43561 -4.99358 6.49334 -0.5 0.0 -0.1 0.2967
O 1.43148 5.67407 3.87722 3.5 -1.0 -3.0 -0.5679
H 0.97912 5.63218 4.64845 -2.7 0.1 3.7 0.2852
H 2.17609 5.04760 4.08281 -1.0 1.0 -0.8 0.2888
O -0.04968 2.15285 5.32598 3.5 -1.1 -1.8 -0.6953
H 0.68520 2.49378 5.94260 -1.7 -1.0 -1.5 0.2757
H -1.74532 0.95259 3.58267 -0.3 4.8 4.6 0.2560
O -2.49849 3.39256 -5.76136 0.1 -0.1 0.0 -0.6361
H -2.12162 2.57454 -5.37794 -0.2 1.2 0.1 0.3141
H -2.30800 4.18586 -5.22398 0.1 -1.1 -0.1 0.3219
O 0.83822 -2.31751 3.53387 0.5 -6.3 2.6 -0.4540
H 0.97309 -2.26483 4.55410 -0.7 0.0 -2.5 0.3670
H 0.96626 -1.44890 3.27167 0.6 4.7 -1.4 0.7584
O 3.26302 -0.53185 -2.96519 -1.1 1.0 1.5 -0.6288
H 3.19659 -0.24997 -1.99239 0.1 -0.5 -2.0 0.3011
H 2.54977 0.00900 -3.38159 0.8 -0.6 0.5 0.3155
O 1.02941 0.05829 3.25320 0.3 2.7 -2.1 -1.0809
H 1.73753 0.58321 2.76510 -1.1 -1.2 1.1 0.1624
H 0.49574 1.61557 4.51412 -1.8 1.6 3.1 0.4070
O -3.44787 3.40685 -1.07015 -1.3 -1.7 -0.8 -0.6204
H -2.97157 4.21265 -0.93605 0.9 0.1 0.9 0.3230
H -3.17038 2.63230 -0.54047 0.3 1.5 -0.3 0.2973
O -0.13949 1.50649 1.09176 0.4 1.2 -0.3 0.0995
H 0.79639 -1.46409 -1.67955 0.6 -0.7 2.5 0.2991
H 0.66740 2.02933 1.25020 -0.6 -0.1 -0.1 0.1659
O 2.29158 3.22495 1.55851 0.3 -0.2 0.0 -0.5671
H 3.03241 3.11335 2.18309 -0.4 -0.1 -0.8 0.2717
H 2.54370 2.86838 0.68146 0.3 0.1 0.6 0.3336
O -0.59051 -0.66487 -2.90631 -0.3 1.4 1.9 -0.5958
H -1.35457 -0.76461 -3.48716 0.2 -0.2 0.2 0.2717
H -0.89670 -0.08106 -2.14011 0.5 -1.0 -1.6 0.3039
O 2.73352 1.86840 -1.21914 0.1 0.7 -0.2 -0.6656
H 2.09455 2.47478 -1.59632 -1.5 0.0 0.3 0.3034
H 3.45919 2.34619 -1.62192 1.3 -0.4 0.1 0.3040
O 2.23634 -3.79938 -3.62879 0.0 0.7 0.3 -0.6120
H 2.27261 -2.85895 -3.35734 0.2 -0.6 -0.2 0.3433
H 1.55649 -3.84068 -4.30472 -0.1 0.0 0.0 0.2911
O -0.80622 -2.80597 -4.71393 -1.0 0.8 -1.5 -0.5920
H -1.47259 -2.34801 -5.28862 -0.4 -0.7 1.2 0.2979
H -0.09993 -2.60452 -5.32707 1.2 -0.2 0.2 0.3145
O -1.65904 0.33688 2.97081 0.1 -4.5 -4.1 -0.2266
H -0.79496 -3.80281 -0.56257 -1.5 2.7 2.1 0.3652
H -2.48065 -0.15608 2.94590 0.1 -0.3 -0.3 0.2828
```
Forces are in eV/Å.

Values from the calculation:
Kohn-Sham gap   9.39 eV
Highest occupied orbital energy   -9.7 eV
Charge   0